65
Properties=species:S:1:pos:R:3 method="wB97M-V/def2-TZVPD" e_lumo_ev=2.0 multiplicity=1 charge=-1 gap_ev=5.9
C -0.35 -0.88 2.53
C -0.71 -0.23 1.56
B -1.25 0.54 0.22
O -1.67 -0.49 -0.76
C -1.11 -0.31 -2.03
C -2.23 0.06 -3.03
C -3.47 0.61 -2.35
C -4.66 0.35 -2.87
C 0.03 0.73 -1.77
C 0.28 1.82 -2.81
Br 0.60 1.06 -4.59
C 1.42 2.80 -2.40
C 2.73 2.77 -3.19
P 1.72 -0.18 -1.57
O 1.61 -1.64 -2.33
O 1.94 -0.49 0.06
O -0.20 1.29 -0.54
H -0.39 -1.47 3.40
H -2.14 1.26 0.57
H -0.78 -1.31 -2.32
H -1.90 0.71 -3.85
H -2.55 -0.86 -3.50
H -3.38 1.22 -1.47
H -4.75 0.08 -3.91
H -5.53 0.37 -2.24
H -0.61 2.43 -2.89
H 1.63 2.71 -1.34
H 1.02 3.81 -2.53
H 3.45 3.37 -2.65
H 2.63 3.18 -4.19
H 3.14 1.77 -3.29
H 1.98 -2.32 -1.75
H 2.27 0.34 0.39
C 5.28 -2.14 -0.25
O 4.56 -2.42 -1.19
N 6.60 -2.51 -0.18
N 4.81 -1.43 0.82
H 7.19 -2.28 0.60
H 6.97 -3.03 -0.95
H 3.84 -1.15 0.79
H 5.38 -1.19 1.61
C 5.98 -2.02 4.69
O 6.52 -0.95 4.48
N 4.73 -2.31 4.24
N 6.59 -3.02 5.39
H 4.27 -3.19 4.40
H 4.25 -1.60 3.73
H 7.52 -2.85 5.74
H 6.16 -3.91 5.57
C -2.11 3.24 2.90
O -2.93 2.95 2.06
N -0.79 2.91 2.78
N -2.44 3.93 4.05
H -0.10 3.14 3.47
H -0.52 2.39 1.96
H -3.40 4.19 4.17
H -1.77 4.18 4.75
C -7.96 -1.30 -1.15
O -7.44 -0.24 -1.44
N -9.25 -1.61 -1.47
N -7.28 -2.27 -0.47
H -9.69 -2.48 -1.24
H -9.78 -0.92 -1.97
H -6.32 -2.08 -0.22
H -7.68 -3.16 -0.22

---

119
Properties=species:S:1:pos:R:3 method="wB97M-V/def2-TZVPD" e_lumo_ev=1.3 multiplicity=1 charge=-1 gap_ev=5.5
C 1.34 0.63 4.95
C 1.19 0.21 3.48
C 0.93 1.42 2.57
C 2.25 2.21 2.49
N 0.38 1.11 1.27
C 0.17 -0.25 0.88
C -1.11 -0.95 1.41
C -1.73 -1.87 0.35
S -2.64 -3.27 1.12
C 0.13 2.20 0.37
C -1.06 2.00 -0.61
C -2.44 1.75 0.03
C -3.50 2.79 -0.41
C -3.94 3.72 0.71
S -4.72 2.83 2.04
O -5.43 1.69 1.55
O -3.87 2.64 3.16
Cl -6.14 4.24 2.68
C 1.37 2.57 -0.52
B 1.95 1.43 -1.40
O 1.33 0.84 -2.49
O 3.27 0.95 -1.11
C -0.27 3.55 1.12
O -1.21 3.49 1.93
O 0.37 4.58 0.82
H 0.75 1.53 5.16
H 2.38 0.82 5.17
H 1.02 -0.18 5.61
H 0.39 -0.53 3.44
H 2.14 -0.23 3.17
H 0.27 2.06 3.16
H 2.69 2.36 3.47
H 2.92 1.70 1.80
H 2.08 3.20 2.08
H 0.99 -0.92 1.15
H 0.12 -0.37 -0.21
H -1.83 -0.23 1.80
H -0.85 -1.60 2.25
H -0.92 -2.29 -0.24
H -2.47 -1.36 -0.25
H -2.20 -3.36 2.38
H -1.09 2.93 -1.18
H -0.88 1.19 -1.32
H -2.80 0.78 -0.32
H -2.41 1.71 1.11
H -4.39 2.26 -0.73
H -3.17 3.36 -1.27
H -3.17 4.39 1.09
H -4.74 4.36 0.32
H 2.15 3.02 0.08
H 1.03 3.36 -1.20
H 1.59 -0.10 -2.47
H 3.21 0.19 -0.51
O 2.49 -2.52 -0.06
H 2.83 -2.92 -0.87
H 3.13 -2.76 0.62
O -5.69 2.35 -2.92
H -6.47 2.74 -2.51
H -5.98 2.15 -3.82
O 3.58 -4.03 -2.44
H 3.85 -3.49 -3.20
H 3.46 -4.91 -2.82
O 5.06 -6.39 -0.84
H 4.68 -5.74 -1.43
H 5.97 -6.10 -0.73
O 1.69 0.76 -5.71
H 1.74 0.77 -4.74
H 0.83 1.17 -5.89
O 0.87 -2.05 -2.82
H 1.22 -2.45 -3.63
H 1.52 -2.29 -2.15
O -7.02 2.97 5.91
H -6.58 3.34 5.13
H -7.46 3.72 6.31
O 4.58 0.92 -4.14
H 4.61 0.92 -3.17
H 3.73 1.32 -4.34
O -3.05 -2.38 -2.42
H -2.71 -2.92 -3.14
H -4.01 -2.42 -2.53
O -2.64 -3.79 4.53
H -3.10 -4.57 4.21
H -3.35 -3.22 4.85
O 6.47 -4.16 -2.58
H 6.69 -3.70 -3.39
H 5.91 -3.54 -2.10
O 7.77 -6.47 0.26
H 8.61 -6.71 0.67
H 7.11 -6.80 0.88
O 9.41 -4.36 1.54
H 9.47 -3.72 0.82
H 8.60 -4.86 1.34
O 5.29 -1.44 0.24
H 5.14 -0.76 -0.43
H 6.21 -1.32 0.49
O -9.95 2.70 6.65
H -9.57 2.59 7.53
H -9.34 2.23 6.08
O -5.61 -4.18 2.66
H -5.23 -3.83 1.84
H -6.08 -3.44 3.04
O 4.59 -1.99 -4.28
H 4.21 -1.81 -5.15
H 5.05 -1.17 -4.07
O 2.88 4.79 3.69
H 3.58 5.43 3.86
H 2.14 5.32 3.37
O -2.14 -4.60 -4.37
H -1.73 -4.14 -5.10
H -2.35 -5.48 -4.71
O -6.26 3.16 -6.02
H -6.52 3.39 -6.92
H -5.65 3.86 -5.77
O -7.00 5.00 -8.70
H -6.66 5.41 -9.50
H -7.45 5.71 -8.23
O 4.68 0.67 3.70
H 5.15 1.50 3.79
H 5.36 0.00 3.69

---

28
Properties=species:S:1:pos:R:3 method="wB97M-V/def2-TZVPD" e_lumo_ev=-3.9 multiplicity=1 charge=+1 gap_ev=8.6 de_lowest_kcal_mol=69.4
C 1.16 -1.21 -1.40
C 2.59 -0.15 0.10
C 0.01 -2.43 0.49
C -2.89 0.20 2.07
C -2.98 1.59 1.69
C -0.04 -1.35 -0.50
C -2.08 0.61 0.86
C 0.30 0.35 0.58
C 2.33 0.74 -3.28
N 2.36 -0.92 -0.82
N 1.58 0.55 0.78
N -0.71 0.90 1.10
O -0.36 -2.25 1.60
S 0.67 0.18 -2.59
H 1.33 -2.15 -1.83
H 3.63 0.20 0.33
H 0.29 -3.35 0.14
H -2.27 -0.01 2.99
H -3.82 -0.37 1.93
H -3.91 2.07 1.34
H -2.35 2.27 2.22
H -1.06 -1.23 -0.83
H -2.62 0.31 -0.05
H 2.27 1.83 -3.42
H 2.43 0.31 -4.18
H 3.23 0.45 -2.63
H 1.66 1.25 1.46
H -0.76 1.64 1.85